Record 1
Below is C49H53As2FeN4O2PS2 as an isolated structure in a non-equilibrium geometry, with properties calculated with wB97M-V/def2-TZVPD.

```
! wB97M-V def2-TZVPD RIJCOSX def2/J DEFGRID3
* xyz 1 6
Fe 0.900 1.128 0.115
C 3.270 -1.577 2.852
C 2.503 -0.987 1.698
N 1.497 -0.202 1.890
N 1.193 0.195 3.161
C -0.015 0.236 3.551
S -1.461 -0.233 2.822
S -0.337 0.982 5.144
C -0.005 2.718 4.661
C -1.153 3.356 3.939
C -1.081 3.537 2.561
C -2.110 4.172 1.880
C -3.230 4.613 2.568
C -3.316 4.414 3.940
C -2.282 3.795 4.623
C 2.861 -1.384 0.344
C 4.153 -1.861 0.077
C 4.499 -2.371 -1.153
C 3.521 -2.470 -2.146
C 2.251 -1.997 -1.922
C 1.891 -1.371 -0.706
O 0.713 -0.821 -0.575
H 2.756 -1.376 3.787
H 4.267 -1.135 2.907
H 3.384 -2.652 2.727
H 0.878 2.685 4.029
H 0.214 3.220 5.603
H -0.210 3.173 2.022
H -2.029 4.341 0.812
H -4.033 5.103 2.034
H -4.190 4.752 4.481
H -2.352 3.641 5.693
H 4.900 -1.815 0.860
H 5.513 -2.694 -1.346
H 3.767 -2.920 -3.100
H 1.493 -2.049 -2.693
C -2.057 0.807 -0.256
C -3.048 -0.367 -0.258
As -2.436 -1.993 -1.216
C -1.665 -3.156 0.171
C -0.650 -4.028 -0.201
C -0.171 -4.975 0.693
C -0.714 -5.062 1.968
C -1.745 -4.210 2.338
C -2.221 -3.265 1.440
C -4.141 -2.976 -1.124
C -4.153 -4.255 -1.679
C -5.238 -5.097 -1.506
C -6.337 -4.668 -0.774
C -6.356 -3.384 -0.253
C -5.267 -2.541 -0.434
As -1.656 1.377 -2.093
C -0.387 2.804 -1.622
C -0.169 3.233 -0.313
C 0.762 4.232 -0.039
C 1.485 4.803 -1.071
C 1.256 4.400 -2.383
C 0.330 3.408 -2.653
C -3.171 2.607 -2.376
C -3.606 2.802 -3.684
C -4.617 3.710 -3.963
C -5.207 4.428 -2.934
C -4.784 4.236 -1.627
C -3.767 3.335 -1.352
H -1.106 0.507 0.228
H -2.471 1.620 0.342
H -3.950 -0.049 -0.786
H -3.324 -0.631 0.763
H -0.231 -3.964 -1.197
H 0.614 -5.656 0.389
H -0.345 -5.804 2.664
H -2.196 -4.297 3.319
H -3.045 -2.623 1.730
H -3.286 -4.592 -2.238
H -5.226 -6.092 -1.933
H -7.178 -5.330 -0.615
H -7.215 -3.034 0.306
H -5.311 -1.546 -0.010
H -0.784 2.848 0.501
H 0.899 4.569 0.981
H 2.220 5.568 -0.858
H 1.801 4.865 -3.194
H 0.148 3.099 -3.676
H -3.144 2.233 -4.483
H -4.945 3.858 -4.983
H -6.000 5.133 -3.146
H -5.239 4.792 -0.817
H -3.442 3.211 -0.325
C 2.747 4.832 2.713
P 3.196 3.149 2.219
C 3.629 2.214 3.717
C 4.733 3.302 1.272
O 2.124 2.517 1.382
H 3.422 5.194 3.489
H 1.723 4.849 3.089
H 2.816 5.485 1.843
H 4.706 2.054 3.757
H 3.115 1.253 3.694
H 3.328 2.760 4.610
H 5.524 3.763 1.862
H 4.538 3.904 0.385
H 5.038 2.300 0.967
C 5.188 1.703 -3.799
N 3.872 1.475 -3.238
C 2.812 0.875 -3.870
C 1.809 0.811 -2.954
N 2.236 1.362 -1.772
C 3.478 1.744 -1.981
H 5.112 1.772 -4.880
H 5.862 0.883 -3.548
H 5.601 2.632 -3.411
H 2.860 0.553 -4.895
H 0.823 0.389 -3.055
H 4.109 2.223 -1.251
*
```

Summary:
Maximum force: 2.02 eV Å⁻¹
HOMO level (alpha / beta): -9.829 / -9.832 eV
HOMO-LUMO gap (alpha / beta): 7.8 / 5.2 eV
Total energy: -248746.708 eV

---

Record 2
Below is C49H53AsCl2N7OP2S2Zr as an isolated structure, with properties calculated with wB97M-V/def2-TZVPD.

```
! wB97M-V def2-TZVPD RIJCOSX def2/J DEFGRID3
* xyz 1 1
Zr 0.199 0.081 0.010
C -0.822 3.661 2.751
N -0.777 2.190 2.776
P 0.689 1.266 2.839
C 2.114 2.361 3.117
C 3.214 2.261 2.267
C 4.365 2.991 2.519
C 4.423 3.843 3.612
C 3.335 3.947 4.468
C 2.195 3.197 4.232
C 0.608 0.465 4.479
C 0.052 1.116 5.581
C 0.091 0.534 6.836
C 0.687 -0.711 7.010
C 1.224 -1.373 5.919
C 1.183 -0.787 4.659
P -1.770 1.289 1.682
C -3.290 2.236 1.467
C -3.984 2.743 2.568
C -5.196 3.385 2.387
C -5.733 3.512 1.110
C -5.054 3.000 0.016
C -3.830 2.366 0.193
C -2.215 -0.198 2.618
C -1.939 -1.455 1.852
C -1.700 -2.726 2.669
C -1.969 -2.632 4.133
C -2.430 -1.509 4.683
C -2.498 -0.255 3.920
H 0.068 4.055 3.235
H -1.695 4.022 3.294
H -0.850 4.060 1.735
H 3.173 1.616 1.398
H 5.215 2.899 1.855
H 5.319 4.419 3.804
H 3.380 4.602 5.328
H 1.371 3.260 4.930
H -0.427 2.080 5.449
H -0.340 1.053 7.684
H 0.719 -1.163 7.992
H 1.665 -2.354 6.035
H 1.580 -1.346 3.821
H -3.579 2.629 3.566
H -5.729 3.781 3.241
H -6.684 4.009 0.973
H -5.475 3.093 -0.977
H -3.293 1.967 -0.657
H -2.664 -1.580 1.050
H -2.199 -3.603 2.249
H -1.817 -3.521 4.733
H -2.661 -1.471 5.739
H -2.670 0.656 4.480
Cl 1.055 -2.226 -4.382
C 1.989 -2.416 -2.942
C 3.073 -3.319 -2.956
C 3.855 -3.472 -1.851
Cl 5.190 -4.573 -1.896
C 3.596 -2.732 -0.667
C 4.399 -2.765 0.494
C 4.074 -1.967 1.551
C 2.925 -1.165 1.475
N 2.150 -1.109 0.417
C 2.489 -1.870 -0.668
C 1.680 -1.690 -1.820
O 0.685 -0.810 -1.745
H 3.278 -3.879 -3.856
H 5.263 -3.414 0.526
H 4.663 -1.953 2.456
H 2.651 -0.544 2.314
S 1.005 -3.642 2.257
C -0.278 -2.632 2.099
N -0.540 -1.529 1.350
C -2.397 3.006 -4.438
N -1.369 3.100 -3.409
C -0.567 4.326 -3.319
C -1.279 2.226 -2.445
N -1.093 1.474 -1.585
H -3.156 3.777 -4.289
H -2.866 2.027 -4.400
H -1.940 3.138 -5.418
H -1.223 5.191 -3.219
H 0.035 4.429 -4.222
H 0.095 4.263 -2.456
C 3.920 4.295 -3.807
C 3.541 3.177 -2.885
C 4.208 1.951 -2.926
C 3.772 0.973 -2.059
N 2.782 1.188 -1.193
C 2.214 2.396 -1.209
S 0.941 2.666 -0.042
N 2.540 3.396 -2.035
H 4.972 4.556 -3.681
H 3.311 5.171 -3.599
H 3.784 3.997 -4.847
H 5.022 1.776 -3.614
H 4.221 -0.016 -2.047
C -4.859 -1.302 0.137
C -4.158 -1.189 -1.208
As -2.191 -1.280 -1.351
C -2.122 -0.936 -3.278
C -2.584 -2.075 -4.177
C -1.756 -3.191 -1.229
C -2.911 -4.171 -1.393
H -5.938 -1.232 -0.007
H -4.573 -0.502 0.823
H -4.664 -2.255 0.633
H -4.398 -0.226 -1.667
H -4.532 -1.954 -1.892
H -1.096 -0.650 -3.500
H -2.750 -0.056 -3.429
H -1.978 -2.970 -4.036
H -2.493 -1.791 -5.228
H -3.628 -2.341 -4.005
H -1.266 -3.331 -0.265
H -0.983 -3.356 -1.984
H -3.677 -4.023 -0.631
H -2.551 -5.196 -1.294
H -3.393 -4.086 -2.367
*
```

Summary:
Maximum force: 0.99 eV Å⁻¹
HOMO level: -9.933 eV
HOMO-LUMO gap: 7.2 eV
Total energy: -191562.264 eV

---

Record 3
Below is C49H53BrN9O5P2SSe2V as an isolated structure in a non-equilibrium geometry, with properties calculated with wB97M-V/def2-TZVPD.

```
! wB97M-V def2-TZVPD RIJCOSX def2/J DEFGRID3
* xyz 1 2
V -1.167 0.422 0.138
O -2.727 6.452 0.959
C -2.507 5.165 0.690
C -1.385 4.710 -0.005
C -1.217 3.351 -0.189
N -2.098 2.438 0.214
C -3.161 2.878 0.899
C -3.407 4.207 1.173
C -3.941 1.742 1.494
O -4.619 1.109 0.540
O -3.835 1.430 2.647
C 0.085 2.746 -0.655
O 0.944 3.386 -1.224
O 0.165 1.521 -0.288
H -2.010 7.010 0.626
H -0.628 5.391 -0.361
H -4.258 4.506 1.765
Se 1.690 -3.929 -1.693
P 3.765 -2.540 0.143
C 4.611 -2.553 1.765
C 5.345 -1.496 2.298
C 6.038 -1.678 3.483
C 6.022 -2.901 4.131
C 5.320 -3.965 3.585
C 4.625 -3.793 2.403
C 4.437 -0.984 -0.543
C 3.771 0.225 -0.676
C 4.409 1.319 -1.237
C 5.723 1.211 -1.661
C 6.391 0.001 -1.543
C 5.750 -1.094 -0.999
C 2.022 -2.037 0.416
C 1.185 -1.086 0.998
N 0.021 -1.100 0.298
N 0.069 -2.008 -0.624
N 1.244 -2.576 -0.571
P 1.098 -0.165 2.560
Se -0.693 1.003 2.596
C 1.061 -1.488 3.814
C 2.150 -2.340 3.952
C 2.100 -3.380 4.863
C 0.963 -3.573 5.633
C -0.120 -2.717 5.501
C -0.075 -1.677 4.591
C 2.574 0.877 2.747
C 2.695 1.935 1.849
C 3.724 2.846 1.983
C 4.629 2.714 3.025
C 4.505 1.666 3.924
C 3.476 0.747 3.796
H 5.374 -0.538 1.799
H 6.609 -0.860 3.894
H 6.564 -3.025 5.057
H 5.326 -4.932 4.064
H 4.074 -4.614 1.962
H 2.749 0.331 -0.343
H 3.870 2.251 -1.334
H 6.225 2.062 -2.095
H 7.415 -0.093 -1.873
H 6.264 -2.042 -0.915
H 3.026 -2.188 3.342
H 2.960 -4.027 4.968
H 0.923 -4.385 6.344
H -0.999 -2.854 6.109
H -0.917 -1.006 4.480
H 1.977 2.057 1.051
H 3.805 3.665 1.285
H 5.425 3.434 3.145
H 5.203 1.568 4.742
H 3.370 -0.056 4.511
C -6.755 -0.539 1.775
N -5.382 -0.973 1.591
C -4.742 -1.334 2.841
C -4.710 -0.348 0.541
S -2.863 -0.804 0.571
N -5.207 -0.703 -0.724
C -5.712 -2.044 -0.896
C -5.675 0.258 -1.693
H -6.821 0.368 2.387
H -7.295 -1.344 2.271
H -7.220 -0.347 0.812
H -5.311 -2.161 3.265
H -4.710 -0.504 3.552
H -3.727 -1.670 2.642
H -5.292 -2.693 -0.133
H -5.413 -2.407 -1.879
H -6.802 -2.078 -0.824
H -5.082 1.165 -1.633
H -6.725 0.521 -1.525
H -5.571 -0.178 -2.687
Br -3.872 4.290 -6.709
C -2.967 3.690 -5.143
C -3.523 2.691 -4.357
C -2.811 2.273 -3.244
N -1.642 2.787 -2.894
C -1.127 3.747 -3.644
C -1.743 4.235 -4.786
H -4.474 2.250 -4.605
H -3.181 1.480 -2.605
H -0.169 4.130 -3.318
H -1.281 5.004 -5.381
C 1.719 -0.314 -3.193
C 0.615 0.000 -4.201
N -0.583 -0.817 -4.025
C -0.815 -1.817 -5.057
C 0.128 -3.011 -4.947
C -1.292 -0.785 -2.879
C -2.365 -1.803 -2.657
N -1.124 0.132 -1.980
H 2.630 0.216 -3.461
H 1.928 -1.382 -3.176
H 1.440 -0.007 -2.188
H 0.993 -0.206 -5.203
H 0.366 1.068 -4.160
H -0.677 -1.337 -6.030
H -1.846 -2.165 -5.001
H 1.163 -2.702 -5.057
H -0.101 -3.730 -5.728
H 0.013 -3.504 -3.984
H -1.986 -2.812 -2.784
H -3.188 -1.634 -3.350
H -2.731 -1.694 -1.638
H -0.489 0.859 -2.291
*
```

Summary:
Maximum force: 2.56 eV Å⁻¹
HOMO level (alpha / beta): -8.838 / -8.849 eV
HOMO-LUMO gap (alpha / beta): 4.5 / 5.3 eV
Total energy: -331152.909 eV

---

Record 4
Below is C49H53IN2P2SSbSi2Sn as an isolated structure, with properties calculated with wB97M-V/def2-TZVPD.

```
! wB97M-V def2-TZVPD RIJCOSX def2/J DEFGRID3
* xyz 1 1
Sn 0.705 0.719 -0.304
C 4.514 2.287 3.289
Si 3.623 0.680 2.977
C 4.306 -0.183 1.474
C 3.653 -0.363 4.534
N 1.984 1.181 2.542
P 0.672 1.769 3.294
C 0.632 0.515 2.142
P 0.233 -1.194 2.004
N 0.498 -1.459 0.449
Si 0.044 -2.782 -0.619
C -1.773 -2.661 -1.029
C 0.348 -4.456 0.169
C 1.079 -2.619 -2.160
C -1.484 -1.325 2.540
C -2.284 -0.207 2.763
C -3.623 -0.361 3.093
C -4.171 -1.630 3.193
C -3.382 -2.751 2.967
C -2.045 -2.599 2.642
C 1.148 -2.359 3.043
C 0.741 -2.676 4.339
C 1.502 -3.520 5.129
C 2.678 -4.064 4.630
C 3.084 -3.773 3.336
C 2.321 -2.925 2.547
C 0.179 3.386 2.750
C 0.864 3.952 1.674
C 0.442 5.169 1.165
C -0.660 5.807 1.719
C -1.341 5.240 2.787
C -0.923 4.028 3.310
C 0.559 1.654 5.062
C -0.067 0.587 5.696
C -0.063 0.511 7.079
C 0.561 1.504 7.822
C 1.170 2.582 7.189
C 1.163 2.668 5.807
H 5.548 2.103 3.590
H 4.527 2.910 2.393
H 4.041 2.858 4.092
H 5.266 -0.649 1.712
H 3.642 -0.957 1.087
H 4.469 0.532 0.667
H 4.460 -1.098 4.483
H 3.827 0.264 5.412
H 2.727 -0.915 4.701
H -2.052 -3.435 -1.751
H -2.396 -2.791 -0.140
H -2.027 -1.687 -1.450
H -0.309 -4.658 1.018
H 0.142 -5.223 -0.584
H 1.377 -4.597 0.501
H 1.186 -1.582 -2.492
H 2.087 -3.016 -2.005
H 0.630 -3.173 -2.990
H -1.881 0.790 2.644
H -4.239 0.514 3.253
H -5.217 -1.750 3.442
H -3.809 -3.742 3.045
H -1.436 -3.480 2.476
H -0.195 -2.291 4.721
H 1.173 -3.769 6.129
H 3.271 -4.728 5.246
H 3.990 -4.209 2.937
H 2.630 -2.709 1.532
H 1.714 3.436 1.246
H 0.970 5.615 0.332
H -0.989 6.756 1.316
H -2.200 5.743 3.213
H -1.452 3.590 4.149
H -0.558 -0.176 5.107
H -0.550 -0.316 7.579
H 0.564 1.447 8.902
H 1.645 3.358 7.774
H 1.627 3.516 5.316
I -1.997 1.371 -0.635
S 1.125 0.942 -3.399
Sb -0.451 0.653 -5.003
C -0.154 -1.122 -6.078
C -1.175 -1.658 -6.858
C -0.968 -2.844 -7.546
C 0.255 -3.495 -7.450
C 1.271 -2.964 -6.669
C 1.068 -1.777 -5.978
C -0.428 2.213 -6.402
C -0.457 3.531 -5.956
C -0.483 4.571 -6.873
C -0.471 4.295 -8.233
C -0.429 2.983 -8.679
C -0.410 1.939 -7.765
C -2.447 0.507 -4.386
C -2.920 -0.710 -3.910
C -4.233 -0.824 -3.481
C -5.076 0.277 -3.536
C -4.611 1.490 -4.026
C -3.296 1.606 -4.455
H -2.136 -1.158 -6.929
H -1.761 -3.261 -8.155
H 0.415 -4.423 -7.985
H 2.223 -3.474 -6.594
H 1.855 -1.364 -5.356
H -0.440 3.751 -4.893
H -0.505 5.596 -6.525
H -0.488 5.108 -8.949
H -0.410 2.770 -9.740
H -0.375 0.915 -8.120
H -2.268 -1.575 -3.866
H -4.595 -1.771 -3.101
H -6.102 0.188 -3.201
H -5.271 2.346 -4.075
H -2.941 2.556 -4.836
*
```

Summary:
Maximum force: 0.58 eV Å⁻¹
HOMO level: -9.612 eV
HOMO-LUMO gap: 7.3 eV
Total energy: -120290.234 eV

---

Relative energy (zero: lowest compared OMol25 entry of this formula, charge and spin) for every record listed, in sequence, given in kcal per mole: 21.08, 73.56, 75.00, 27.17.